Entry 1:
DFT (ωB97M-V/def2-TZVPD) results for a 2-piece molecular cluster, C4H11N2 overall at a distorted geometry.

Geometry as XYZ:
```
17
Properties=species:S:1:pos:R:3
C 1.5555 0.7697 -0.3134
C -0.2720 -2.1249 0.1080
C -1.8266 1.2647 0.0574
C -0.6281 -0.7055 0.4719
N 2.8112 0.7021 -0.1296
N -1.5230 -0.1039 -0.2472
H 1.1143 1.8406 -0.3943
H -0.3923 -2.2701 -1.0025
H 0.7658 -2.2295 0.2979
H -0.8869 -2.7943 0.7331
H -1.7571 1.9575 -0.8616
H -2.7784 1.4301 0.5429
H -0.9520 1.5971 0.8318
H -0.0170 -0.3988 1.2859
H 3.4187 1.6511 -0.0838
H -2.0664 -0.5554 -0.9775
H 3.4343 -0.0305 -0.3191
```

Results
Largest force on an atom, eV/Å: 6.2
Spin multiplicity: 1
Relative energy (zero: lowest compared OMol25 entry of this formula, charge and spin), kcal per mole: 99.1
Orbital gap (spin up / spin down), eV: 8.44 / 8.44
DFT total energy, hartree: -268.14701
Total charge: +1
LUMO level (spin up / spin down), Eh: -0.143 / -0.143
E_HOMO (spin up / spin down), eV: -12.3 / -12.3

=====

Entry 2:
DFT (ωB97M-V/def2-TZVPD) results for an isolated ion of composition C4H11N2 and charge +1 at a distorted geometry.

Geometry as XYZ:
```
17
Properties=species:S:1:pos:R:3
N -1.7402 -1.2159 1.5827
C -1.0451 -1.5222 0.2975
C 0.3545 -0.9660 0.4203
C 0.3205 0.5213 0.1722
C 1.3185 1.1931 -0.4170
N 1.0654 2.1845 -1.5035
H -1.4049 -1.8962 2.2678
H -2.7002 -1.5592 1.5320
H -1.6917 -1.0550 -0.4453
H -1.0764 -2.5864 0.0964
H 0.9269 -1.1815 1.3237
H 0.8894 -1.4084 -0.4052
H -0.5503 1.1090 0.4536
H 2.3703 0.9553 -0.3157
H 1.0973 1.7880 -2.4296
H 1.6867 2.9798 -1.3169
H 0.1791 2.6600 -1.3130
```

Results
Largest force on an atom, eV/Å: 3.9
Spin multiplicity: 1
Relative energy (zero: lowest compared OMol25 entry of this formula, charge and spin), kcal per mole: 69.4
Orbital gap, eV: 8.95
DFT total energy, hartree: -268.19431
Total charge: +1
LUMO level, Eh: -0.148
E_HOMO, eV: -13.0
SMILES: NCC/C=C/[NH3+]